No. 1
A structure of composition C17H20GeN3NaO7 at a distorted geometry, computed with ωB97M-V with the def2-TZVPD basis set.

Properties
Relative energy (zero: lowest compared OMol25 entry of this formula, charge and spin) ... 59.21 kJ/mol
Maximum force ... 2.61 eV Å⁻¹
HOMO level ... -0.87 eV
Net charge ... -2
Electronic energy ... -3589.8652 Ha

Last column: Mulliken charge in e.
CARTESIAN COORDINATES (ANGSTROEM)
1 Na 0.124 0.563 0.593  0.828
2 O 3.261 0.817 -0.199  -0.773
3 C 2.517 1.412 0.586  -0.016
4 O 1.870 0.900 1.529  -0.825
5 C 2.303 2.922 0.433  0.535
6 C 3.274 3.859 0.537  -0.435
7 C 2.959 5.246 0.500  -0.301
8 C 1.625 5.638 0.468  -0.116
9 C 0.612 4.696 0.382  -0.539
10 C 0.917 3.287 0.200  0.899
11 O 0.086 2.455 -0.185  -0.804
12 N -0.719 5.124 0.467  0.928
13 O -1.608 4.325 0.750  -0.559
14 O -0.963 6.329 0.295  -0.694
15 N 3.968 6.202 0.550  0.987
16 O 5.154 5.837 0.624  -0.691
17 O 3.662 7.407 0.512  -0.693
18 H 4.312 3.580 0.643  0.487
19 H 1.372 6.687 0.532  0.562
20 C -5.154 -0.894 -1.422  -1.292
21 Ge -3.147 -0.879 -0.979  0.474
22 C -2.430 0.229 -2.467  -1.228
23 C -2.667 -2.804 -1.375  -1.327
24 C -2.465 -0.256 0.684  -1.109
25 H -5.328 -1.343 -2.398  0.342
26 H -5.533 0.125 -1.452  0.354
27 H -5.742 -1.446 -0.690  0.361
28 H -2.739 -0.106 -3.454  0.372
29 H -1.345 0.247 -2.428  0.340
30 H -2.772 1.251 -2.340  0.327
31 H -3.057 -3.134 -2.334  0.434
32 H -3.063 -3.477 -0.618  0.325
33 H -1.589 -2.927 -1.391  0.313
34 H -2.863 -0.788 1.548  0.210
35 H -2.692 0.803 0.801  0.314
36 C 1.917 -6.323 0.894  -1.388
37 C 1.440 -4.901 0.801  1.211
38 C 2.272 -3.875 0.374  -0.685
39 C 1.786 -2.574 0.344  -0.396
40 N 0.550 -2.262 0.690  -0.007
41 C -0.250 -3.234 1.091  -0.619
42 C 0.140 -4.559 1.165  -0.549
43 H 2.988 -6.388 0.708  0.345
44 H 1.404 -6.953 0.165  0.283
45 H 1.712 -6.727 1.886  0.320
46 H 3.289 -4.091 0.077  0.319
47 H 2.410 -1.748 0.042  0.395
48 H -1.249 -2.931 1.364  0.423
49 H -0.551 -5.320 1.502  0.358

No. 2
A structure of composition C17H20MoN5O6S3Te, computed with ωB97M-V with the def2-TZVPD basis set.

Properties
Relative energy (zero: lowest compared OMol25 entry of this formula, charge and spin) ... 19.98 kJ/mol
Maximum force ... 0.96 eV Å⁻¹
Spin multiplicity ... 3
HOMO level (alpha / beta) ... -3.06 / -3.72 eV
Net charge ... -1
Electronic energy ... -2915.8630 Ha

Last column: Mulliken spin population.
CARTESIAN COORDINATES (ANGSTROEM)
1 Mo -0.126 -0.606 -0.982  2.038
2 C -4.316 -0.829 -3.223  0.006
3 C -2.962 -0.409 -2.699  0.000
4 S -2.409 -1.214 -1.245  0.015
5 C -2.245 0.576 -3.254  0.045
6 C -2.697 1.389 -4.441  0.004
7 S -0.731 1.096 -2.521  -0.040
8 H -4.619 -1.768 -2.764  -0.001
9 H -4.298 -0.969 -4.306  0.001
10 H -5.081 -0.081 -2.993  -0.001
11 H -3.361 0.814 -5.088  0.000
12 H -1.840 1.718 -5.031  0.000
13 H -3.237 2.286 -4.119  0.002
14 C 3.251 1.712 2.649  0.000
15 O 3.056 0.791 1.577  -0.001
16 C 1.927 0.827 0.882  0.022
17 O 1.829 0.108 -0.101  -0.021
18 N 0.899 1.590 1.365  0.001
19 N -0.136 1.748 0.425  0.034
20 H 4.207 1.448 3.088  0.000
21 H 2.467 1.610 3.401  0.000
22 H 3.298 2.732 2.263  0.000
23 H 1.181 2.431 1.850  0.000
24 H 0.048 2.568 -0.149  -0.006
25 H -1.035 1.795 0.886  -0.008
26 S 2.742 3.474 -0.735  0.000
27 C 3.350 2.607 -2.050  -0.002
28 N 2.615 1.575 -2.569  0.004
29 C 2.966 0.853 -3.630  -0.003
30 C 4.148 1.134 -4.253  -0.004
31 C 4.903 2.164 -3.688  -0.001
32 N 4.544 2.876 -2.643  0.002
33 H 1.748 1.331 -2.099  0.007
34 H 2.275 0.063 -3.911  -0.004
35 H 4.482 0.576 -5.113  0.000
36 H 5.871 2.422 -4.113  0.000
37 Te 0.956 -2.176 -2.590  -0.116
38 O 0.827 -2.569 1.157  0.009
39 C -0.101 -1.918 1.603  -0.017
40 O -0.643 -0.894 1.023  0.024
41 C -0.708 -2.290 2.934  0.008
42 C 0.000 -3.117 3.792  0.000
43 C -0.537 -3.486 5.018  -0.001
44 C -1.791 -3.033 5.391  0.001
45 C -2.483 -2.214 4.518  0.001
46 C -1.968 -1.832 3.294  0.005
47 N -3.824 -1.727 4.920  0.000
48 O -4.430 -1.025 4.136  0.000
49 O -4.236 -2.060 6.021  0.000
50 H 0.974 -3.468 3.473  0.001
51 H 0.019 -4.132 5.685  0.000
52 H -2.238 -3.302 6.337  0.000
53 H -2.531 -1.195 2.625  -0.002

No. 3
The molecule C17H20N2O3S2 at a distorted geometry, computed with ωB97M-V with the def2-TZVPD basis set.

Properties
Relative energy (zero: lowest compared OMol25 entry of this formula, charge and spin) ... 54.96 kJ/mol
Maximum force ... 1.06 eV Å⁻¹
HOMO level ... -8.31 eV
Net charge ... 0
Electronic energy ... -1791.4162 Ha

Last column: Mulliken charge in e.
CARTESIAN COORDINATES (ANGSTROEM)
1 C 3.478 0.095 -0.603  -1.672
2 C 2.326 -0.459 0.172  0.391
3 C 2.393 -1.013 1.428  0.297
4 C 3.535 -1.150 2.319  0.883
5 C 4.499 -0.148 2.427  -0.384
6 C 5.579 -0.303 3.275  -0.628
7 C 5.713 -1.454 4.034  -0.402
8 C 4.751 -2.447 3.950  -0.668
9 C 3.670 -2.297 3.103  -0.541
10 H 2.922 -3.073 3.034  0.405
11 H 4.844 -3.342 4.546  0.383
12 H 6.560 -1.572 4.694  0.382
13 H 6.317 0.482 3.349  0.377
14 H 4.385 0.767 1.866  0.440
15 S 0.846 -1.627 1.933  -0.268
16 C 0.103 -1.088 0.472  0.062
17 C 1.019 -0.511 -0.362  -0.839
18 H 0.783 -0.156 -1.350  0.530
19 C -1.314 -1.438 0.230  0.783
20 O -1.713 -2.578 0.394  -0.674
21 N -2.139 -0.439 -0.172  0.102
22 C -1.804 0.951 -0.363  -0.784
23 H -0.784 1.147 -0.034  0.609
24 H -2.496 1.567 0.223  0.268
25 C -1.987 1.318 -1.841  -0.979
26 N -3.323 0.993 -2.295  0.120
27 S -4.496 2.142 -1.920  1.106
28 O -5.692 1.488 -1.480  -0.634
29 O -3.932 3.169 -1.093  -0.622
30 C -4.795 2.836 -3.561  -1.018
31 H -5.538 3.618 -3.468  0.402
32 H -5.155 2.037 -4.194  0.326
33 H -3.860 3.237 -3.927  0.319
34 C -3.695 -0.385 -2.036  -1.025
35 H -4.742 -0.497 -2.311  0.459
36 C -3.499 -0.747 -0.562  -0.775
37 H -3.665 -1.812 -0.392  0.432
38 H -4.197 -0.159 0.044  0.354
39 H -3.076 -1.027 -2.670  0.436
40 H -1.843 2.389 -1.977  0.428
41 H -1.277 0.767 -2.466  0.430
42 H 3.546 1.176 -0.475  0.292
43 H 3.340 -0.108 -1.663  0.452
44 H 4.415 -0.351 -0.278  0.447